Model 1:
A cluster of 2 separate species, C4H5F2N in total. Source: the Open Molecules 2025 dataset; level of theory: the ωB97M-V functional and the def2-TZVPD basis.

**Multiplicity**: 1
**HOMO level**: -0.410 Eh
**HOMO-LUMO gap**: 10.7 eV
**Lowest unoccupied orbital energy**: -0.44 eV

Structure (XYZ):
```
12
C4H5F2N, DFT the ωB97M-V functional and the def2-TZVPD basis
H -1.1741 -1.3532 -1.0520
F 3.3776 -0.2578 0.8807
C -0.1629 0.3779 -0.3757
N 0.1798 -2.3121 1.4082
F 4.0547 -0.4652 -1.1425
C 3.0375 -0.1465 -0.4214
H -0.7059 1.0383 -1.1587
C -0.1532 -1.0946 -0.7981
H 0.5322 -1.1633 -1.6124
H -0.7265 0.7680 0.5464
H 0.9653 0.6761 -0.2705
C 0.1616 -1.8563 0.3730
```

=====

Model 2:
A cluster of 2 separate species, C4H5F2N in total. Source: the Open Molecules 2025 dataset; level of theory: the ωB97M-V functional and the def2-TZVPD basis.

**Multiplicity**: 1
**HOMO level (alpha / beta)**: -0.378 / -0.376 Eh
**HOMO-LUMO gap (alpha / beta)**: 9.2 / 9.1 eV
**Lowest unoccupied orbital energy (alpha / beta)**: -1.09 / -1.14 eV

Structure (XYZ):
```
12
C4H5F2N, DFT the ωB97M-V functional and the def2-TZVPD basis
H -0.5903 1.1003 -2.3180
C 0.1432 1.2253 -1.4933
C -0.4091 -2.8701 1.4635
N 0.5784 1.7225 0.8897
F 0.5469 2.4990 -1.7869
H -0.2786 0.0972 0.1860
C 0.3566 -1.9641 1.6694
H -1.3259 1.4903 0.0200
H -0.9901 -3.7620 1.3517
C -0.2598 1.1693 -0.0369
H 1.0382 -1.0831 1.6923
F 1.1905 0.3753 -1.6375
```

=====

Here is how they stack up, most stable first: model 1, model 2.

=====

Model 1:
A cluster of 2 separate species, C4H10O2 in total. Source: the Open Molecules 2025 dataset; level of theory: the ωB97M-V functional and the def2-TZVPD basis.

**Multiplicity**: 1
**Structure (SMILES)**: C=CO.CCO
**HOMO level**: -0.333 Eh
**HOMO-LUMO gap**: 9.9 eV
**Lowest unoccupied orbital energy**: 0.88 eV

Structure (XYZ):
```
16
C4H10O2, DFT the ωB97M-V functional and the def2-TZVPD basis
H 0.2417 -2.2655 -1.6571
O 1.2410 -0.5046 -1.0824
C -1.0897 -0.3899 -1.8504
H -2.0243 -0.9805 -1.9871
H 1.1219 0.0954 3.0875
C 0.0992 1.2816 1.4557
H -1.3780 0.4554 -1.1889
C 0.2242 0.5521 2.6605
H -0.4825 0.7596 3.4499
H -0.1774 -1.5754 -0.0142
H 0.9108 1.1025 -0.2784
H -0.8159 1.8905 1.1979
H -0.8226 0.1165 -2.9128
O 1.1545 1.5328 0.5996
H 1.7983 -0.8376 -0.3197
C -0.0013 -1.2328 -1.1600
```

=====

Model 2:
An isolated molecule of C4H10O2. Source: the Open Molecules 2025 dataset; level of theory: the ωB97M-V functional and the def2-TZVPD basis.

**Multiplicity**: 1
**Structure (SMILES)**: CC(CO)CO
**HOMO level**: -0.360 Eh
**HOMO-LUMO gap**: 10.6 eV
**Lowest unoccupied orbital energy**: 0.77 eV

Structure (XYZ):
```
16
C4H10O2, DFT the ωB97M-V functional and the def2-TZVPD basis
H 0.3483 -0.7549 -2.3990
H -0.9158 0.8277 -0.8721
H 1.2461 0.1600 1.1558
C -0.1735 0.1323 -0.4557
H -1.4981 0.0057 1.5709
H 1.2981 0.6646 -1.9544
H 1.1833 1.6739 0.2193
H 0.0797 1.6143 2.4012
C 0.5721 0.8694 0.6504
H 1.6232 -0.8897 -1.1800
H -0.1484 -1.8567 0.3790
C -0.8965 -1.0982 0.0953
O -0.3691 1.4277 1.5685
H -1.5099 -1.5482 -0.7029
C 0.8236 -0.2392 -1.5576
O -1.7552 -0.8491 1.1877
```

=====

Here is how they stack up, most stable first: model 2, model 1.

=====

Model 1:
An isolated molecule of C4H10O2. Source: the Open Molecules 2025 dataset; level of theory: the ωB97M-V functional and the def2-TZVPD basis.

**Multiplicity**: 1
**Structure (SMILES)**: OCCCCO
**HOMO level**: -0.373 Eh
**HOMO-LUMO gap**: 11.0 eV
**Lowest unoccupied orbital energy**: 0.86 eV

Structure (XYZ):
```
16
C4H10O2, DFT the ωB97M-V functional and the def2-TZVPD basis
C 1.4183 0.9803 -0.1027
H 2.2431 -0.1296 -1.5383
C 0.7862 -0.2607 0.5538
H 0.6701 1.7566 -0.2691
H -0.8456 1.0803 1.1179
H -2.6882 0.0584 -0.1226
C -1.6452 -0.2321 -0.3340
H 0.7789 -1.1450 -0.0849
O 1.9311 0.7612 -1.3974
H -0.9810 -2.0876 -0.5972
H -1.4313 0.4933 -1.1399
H 1.1473 -0.4964 1.5517
H -1.0555 -0.6324 1.6542
O -1.7617 -1.5721 -0.7246
H 2.1678 1.3946 0.5820
C -0.7342 0.0313 0.8511
```

=====

Model 2:
A cluster of 2 separate species, C4H10O2 in total. Source: the Open Molecules 2025 dataset; level of theory: the ωB97M-V functional and the def2-TZVPD basis.

**Multiplicity**: 1
**Structure (SMILES)**: C=CO.CCO
**HOMO level**: -0.316 Eh
**HOMO-LUMO gap**: 9.3 eV
**Lowest unoccupied orbital energy**: 0.74 eV

Structure (XYZ):
```
16
C4H10O2, DFT the ωB97M-V functional and the def2-TZVPD basis
H -1.2396 0.7455 3.4602
H -0.2473 0.3912 -2.2684
H 2.3805 -1.0517 -1.9163
H -1.5578 0.8434 0.1194
O 0.8841 -1.4828 -0.6401
H -2.3009 1.0218 2.1123
H -1.3068 2.3642 2.4840
C 0.7147 -0.0040 -2.5766
C 1.3185 -0.8743 -1.7562
O -0.9386 0.1518 0.3696
H 0.1254 -0.9684 -0.2835
H 0.5082 1.3080 1.2825
H 1.2947 0.5232 -3.3149
H 0.1771 -0.2998 1.9637
C -1.3216 1.2812 2.5174
C -0.2720 0.6149 1.5917
```

=====

Model 3:
A cluster of 2 separate species, C4H10O2 in total. Source: the Open Molecules 2025 dataset; level of theory: the ωB97M-V functional and the def2-TZVPD basis.

**Multiplicity**: 1
**Structure (SMILES)**: OCCO.C=C
**HOMO level**: -0.366 Eh
**HOMO-LUMO gap**: 10.8 eV
**Lowest unoccupied orbital energy**: 0.84 eV

Structure (XYZ):
```
16
C4H10O2, DFT the ωB97M-V functional and the def2-TZVPD basis
H 1.4708 -1.1912 -0.8930
C 1.3747 0.6458 0.0032
H -0.9487 -0.3117 1.8156
H 0.8617 1.5030 -0.4590
H -2.6368 -1.2715 0.2676
H -0.9438 1.2426 0.8243
O -0.2357 -0.8460 -1.3758
C 0.6968 -0.7091 -0.3288
H 1.4317 0.8413 1.0922
H -2.7432 0.3660 -0.5905
C -2.2516 -0.2644 0.1440
C -1.3195 0.2328 0.9563
O 2.6836 0.4876 -0.5265
H -1.1554 -0.7038 -1.0575
H 0.5424 -1.3325 0.5682
H 3.1731 1.3110 -0.4403
```

=====

Model 4:
A structure of composition C4H10O2. Source: the Open Molecules 2025 dataset; level of theory: the ωB97M-V functional and the def2-TZVPD basis.

**Multiplicity**: 1
**HOMO level**: -0.242 Eh
**HOMO-LUMO gap**: 7.0 eV
**Lowest unoccupied orbital energy**: 0.44 eV

Structure (XYZ):
```
16
C4H10O2, DFT the ωB97M-V functional and the def2-TZVPD basis
C 1.6718 0.8657 -0.1651
H -1.5147 0.0761 1.5656
C -1.1060 0.1410 0.5461
H 2.9494 0.5839 -1.5545
O 2.9290 0.6341 -0.5886
H 1.5426 -1.2531 -0.7457
H -3.0685 0.1602 -0.4348
H -2.3590 -1.4535 -0.2183
H -0.0040 -1.6508 0.8065
H 1.0446 1.4977 -0.7902
H -1.7277 -0.3754 -1.4705
C -2.1297 -0.4071 -0.4524
H -0.9682 1.2221 0.3702
C 0.2138 -0.5841 0.6367
O 0.8258 -0.6095 -0.8577
H 1.6881 1.1187 0.8798
```

=====

Here is how they stack up, most stable first: model 1, model 2, model 3, model 4.

=====

Model 1:
A structure of composition C4H10O2. Source: the Open Molecules 2025 dataset; level of theory: the ωB97M-V functional and the def2-TZVPD basis.

**Multiplicity**: 1
**HOMO level**: -0.252 Eh
**HOMO-LUMO gap**: 7.5 eV
**Lowest unoccupied orbital energy**: 0.69 eV

Structure (XYZ):
```
16
C4H10O2, DFT the ωB97M-V functional and the def2-TZVPD basis
H 2.0777 -1.0697 -0.4755
O 0.3948 0.9951 -0.2920
H -1.6676 0.1617 1.2886
O -1.1052 1.6306 -1.9796
H -0.0400 1.6392 0.2947
H 1.3565 -2.1069 0.7599
H -0.3221 2.0425 -2.3711
C -0.7359 0.3920 -1.4355
H 2.0387 -0.5272 1.2175
C 0.1054 -0.4758 0.2000
C 1.4676 -1.0648 0.4358
H -0.9016 -1.3072 1.8898
H -1.6790 -0.0503 -1.1308
H -0.1327 -0.2058 -2.1115
C -0.6928 -0.3192 1.4643
H -0.1638 0.2658 2.2453
```

=====

Model 2:
An isolated molecule of C4H10O2. Source: the Open Molecules 2025 dataset; level of theory: the ωB97M-V functional and the def2-TZVPD basis.

**Multiplicity**: 1
**HOMO level**: -0.267 Eh
**HOMO-LUMO gap**: 7.9 eV
**Lowest unoccupied orbital energy**: 0.66 eV

Structure (XYZ):
```
16
C4H10O2, DFT the ωB97M-V functional and the def2-TZVPD basis
C -0.9041 0.1812 1.7709
H -1.2277 0.5993 2.7298
O -0.1165 0.6535 -0.3909
H -0.3129 -0.7299 1.9735
H 1.2351 -0.8217 0.1757
C 1.1494 -0.5525 -1.9974
H 2.0972 -1.0514 -2.2112
H -0.8346 2.0789 0.8649
C -0.1469 1.2508 1.0701
H 1.8769 0.7260 -0.3770
H 0.3278 -1.2611 -2.1466
H -0.9102 0.0531 -0.4161
H 1.0155 0.2903 -2.6813
O -2.0556 -0.2481 0.9661
H -2.3239 -1.1296 1.2541
C 1.1305 -0.0387 -0.5844
```

=====

Model 3:
A structure of composition C4H10O2. Source: the Open Molecules 2025 dataset; level of theory: the ωB97M-V functional and the def2-TZVPD basis.

**Multiplicity**: 1
**HOMO level**: -0.251 Eh
**HOMO-LUMO gap**: 7.6 eV
**Lowest unoccupied orbital energy**: 0.78 eV

Structure (XYZ):
```
16
C4H10O2, DFT the ωB97M-V functional and the def2-TZVPD basis
H 2.8559 0.5500 0.2143
H -2.4455 0.1924 1.3087
O -0.0557 -0.9801 1.1753
C -0.4821 0.1598 0.4169
H -0.1056 1.0254 0.9608
H 1.4205 -1.1980 -0.0183
C -2.0018 0.1928 0.3084
C 2.0764 0.6539 -0.5552
H 0.0682 1.0515 -1.5068
O 1.6219 -0.8135 -0.8970
H -0.6154 -1.7268 0.9176
H -2.3791 -0.6808 -0.2396
H -0.3211 -0.6785 -1.5543
C 0.1667 0.1192 -0.9561
H -2.3407 1.0909 -0.2178
H 2.5749 0.9494 -1.4863
```

=====

Here is how they stack up, most stable first: model 2, model 1, model 3.